This record from the Open Molecules 2025 dataset describes C25H16AsNNaO4 as an isolated structure. The level of theory is the ωB97M-V functional and the def2-TZVPD basis.

The geometry in XYZ format:
```
48
Properties=species:S:1:pos:R:3:nbo_charge:R:1
Na 1.76700 2.56277 0.59458 0.92
O -0.76894 3.73085 -2.72542 -0.73
C 0.01709 3.29012 -1.87546 0.74
O 0.09555 3.59650 -0.65035 -0.83
C 1.02777 2.23657 -2.37781 0.10
C 1.12973 1.83322 -3.70394 -0.23
C 2.08618 0.87731 -4.02265 -0.19
C 2.91900 0.35661 -3.03926 -0.24
C 2.75982 0.81667 -1.73739 0.10
N 1.82765 1.71499 -1.46227 -0.50
C 3.64087 0.36083 -0.55249 0.74
O 4.47694 -0.51417 -0.81460 -0.73
O 3.42383 0.93765 0.55104 -0.83
H 0.47030 2.26495 -4.44368 0.23
H 2.18901 0.53971 -5.04846 0.20
H 3.68218 -0.37866 -3.25274 0.23
C -4.05106 -0.40633 4.28270 -0.22
C -3.10625 -1.38982 4.02645 -0.23
C -2.00019 -1.10604 3.23658 -0.16
C -1.82400 0.16596 2.70299 -0.32
C -2.76978 1.15094 2.97369 -0.21
C -3.88278 0.86497 3.75106 -0.21
As -0.28826 0.65577 1.59942 0.89
C -0.97731 0.28249 -0.17274 -0.31
C -1.86173 1.05346 -0.90658 -0.20
C -2.14155 0.70278 -2.22025 -0.20
C -1.52168 -0.40148 -2.79060 -0.21
C -0.62132 -1.16363 -2.06184 -0.22
C -0.34335 -0.82782 -0.74121 0.02
C 0.61430 -1.51868 0.14458 -0.08
C 1.42933 -2.58737 -0.21250 -0.18
C 2.31083 -3.12295 0.71166 -0.19
C 2.39370 -2.60014 1.99554 -0.22
C 1.60406 -1.51779 2.35369 -0.14
C 0.71465 -0.98569 1.43507 -0.33
H -4.91561 -0.62918 4.89562 0.21
H -3.23173 -2.38477 4.43575 0.21
H -1.27369 -1.88192 3.02480 0.22
H -2.63915 2.15018 2.57189 0.22
H -4.61571 1.63843 3.94418 0.21
H -2.28609 1.95954 -0.49333 0.23
H -2.79978 1.32761 -2.80857 0.22
H -1.71948 -0.65210 -3.82571 0.21
H -0.11988 -2.00192 -2.53008 0.20
H 1.40003 -2.98148 -1.22059 0.21
H 2.96459 -3.93436 0.41915 0.21
H 3.10442 -3.00838 2.70239 0.21
H 1.71051 -1.07619 3.33767 0.20
```

Properties
**E**: -3716.2705 Ha
**Charge**: -1